DFT (the ωB97M-V functional and the def2-TZVPD basis) results for a molecular structure, C20H20N4O6Ru at a distorted geometry.

```
! wB97M-V def2-TZVPD RIJCOSX def2/J DEFGRID3
* xyz 2 5
H 0.1646 -4.4886 -0.7235
N -0.1792 -1.3033 -1.8520
O 0.4426 0.2648 0.4786
H -0.6353 2.4123 -0.2248
H 3.1282 -0.3338 -4.0117
H 2.1433 -0.1028 2.3627
C -0.4347 -0.0968 1.3160
H -1.9761 -0.2648 3.6356
H 2.8571 -2.1022 -3.1013
C 1.3987 -0.1173 3.1558
H -1.3322 -2.4631 -0.5738
H -2.7785 -0.5210 -0.2309
O 3.5811 0.1524 6.0398
C 2.4552 0.4701 -3.7504
H -2.4277 0.6930 -3.9280
C -1.6059 2.1312 -0.7073
N 3.2367 0.0493 4.8412
C 1.8269 -0.0325 4.5197
C 0.4114 -3.5674 -1.2607
C 1.2828 0.1144 -3.0676
O -1.6767 -0.4018 1.1619
C 0.6145 2.3655 -3.0772
C 0.0293 -0.1973 2.8172
N 0.3636 1.0701 -2.7811
H 2.2882 -4.3379 -2.0799
C 1.9107 -2.2820 -2.5872
H -0.1355 3.0880 -2.7440
O -0.9970 0.1763 7.4670
C -2.9786 0.9220 -2.9866
Ru -1.4803 0.4157 -1.7646
H -4.1716 0.1238 -1.2660
H 3.6273 2.0598 -4.6351
O -2.6908 -0.1841 6.0881
C 2.7212 1.7910 -4.0907
C 1.6055 -3.4890 -1.9758
H -2.3628 1.9734 0.0922
O 4.0346 0.0758 3.8773
H -3.3438 1.9473 -2.8211
H 1.1676 -0.0422 6.5951
C 0.8583 -0.0224 5.5489
C -3.1648 -0.4280 -1.2970
C -0.5214 -0.1081 5.2480
N -1.4737 -0.0401 6.3263
H -1.9081 2.8901 -1.4607
C 1.0029 -1.2029 -2.5205
C -0.4297 -2.4521 -1.1889
H -3.9553 0.3592 -3.1663
C 1.7835 2.7501 -3.7274
H -3.3124 -1.3191 -1.9049
C -0.9166 -0.2022 3.8780
H 1.9529 3.8070 -3.9424
*
```

- energy above the lowest of the compared OMol25 structures with the same formula, charge and spin (kcal/mol) = 0.00
- <S²> = 6.033
- highest occupied orbital energy (spin up / spin down) (eV) = -14.945 / -14.948

=====

DFT (the ωB97M-V functional and the def2-TZVPD basis) results for a molecular structure, C36H35MgN6OS3SeTe.

```
! wB97M-V def2-TZVPD RIJCOSX def2/J DEFGRID3
* xyz 1 1
C -3.1200 2.7056 4.2987
H -1.5727 -4.6456 2.4896
C -0.0950 6.4446 0.9434
H -2.7419 3.9942 0.2938
H 0.8163 7.4940 -2.1497
C 4.3115 -3.4965 1.3307
C -5.0099 3.4053 -2.1530
C 3.8238 -0.0039 0.4284
Se -0.4717 -0.1753 3.1922
H -3.2735 -0.5648 3.5017
H 6.5020 -1.5474 1.7046
C 0.2837 7.3116 -0.0739
S -6.3912 0.4173 1.6200
H 0.5566 3.9913 3.9229
H 4.1277 0.9941 0.1500
H 0.3819 8.3728 0.1267
C -3.1460 3.6400 -0.6481
N 3.8833 -2.1258 1.0637
C 0.4063 5.4578 -1.6094
C -5.1980 -0.1187 0.6073
H 4.7018 -3.5965 2.3424
H 0.5983 -2.6364 -0.6138
H -4.1317 2.9821 4.5601
H -9.6525 -1.9931 -1.1625
H -1.8548 4.5136 4.3184
H -4.6482 0.5128 3.7861
H -0.2910 6.8281 1.9386
H 0.7932 2.7495 2.6787
H 1.0180 2.3410 4.3721
H -6.9614 -5.3077 -0.8036
N -0.9820 2.5929 3.8056
C -2.8538 2.5184 -2.7642
H -9.2493 -4.4328 -1.1749
H 0.6031 5.0756 -2.6051
C -0.7087 -4.0772 2.1614
Mg -0.4760 0.3340 0.5995
H 0.2239 -4.0839 4.1016
H -0.5522 4.4155 1.4693
C -0.6086 -3.6677 0.8392
C -7.1458 -4.2397 -0.7886
C -6.0956 -3.3642 -0.5602
H -4.5964 2.4074 -4.0135
N -4.0661 -1.4032 -1.0196
C -3.6558 0.2354 4.1228
C 6.1301 -1.1499 0.7572
N -5.2257 -1.1141 -0.3126
H 2.1683 -2.7373 3.3694
H -1.3854 -3.9103 0.1244
C 0.4980 -2.9398 0.4189
C 0.2984 -3.7626 3.0694
H 3.4660 -4.1641 1.2141
C 0.0186 4.5897 -0.5905
C -2.3383 2.9629 -1.5518
H 6.5568 -0.1617 0.6003
S -3.5821 0.5555 0.5379
H 6.4820 -1.8052 -0.0444
H -5.1177 4.3716 -0.2353
H -5.0872 -3.7266 -0.3988
C 0.5316 6.8188 -1.3492
H -3.6911 -0.1045 5.1580
N 2.5598 -1.7736 0.9126
C -2.0084 3.4541 4.1755
C 4.6414 -1.0614 0.7514
C 1.3911 -3.0138 2.6626
C -4.4822 3.8601 -0.9498
C -4.1942 2.7451 -3.0642
C 2.4922 -0.4569 0.5330
C -6.3393 -1.9999 -0.5404
Te -0.3094 2.5573 -1.0997
O 1.4020 0.1627 0.3515
C -7.6089 -1.4956 -0.7611
H 5.0832 -3.7847 0.6209
N -2.7616 1.3955 4.0093
C 0.4356 2.9409 3.6833
C -8.4283 -3.7478 -1.0000
C -8.6546 -2.3782 -0.9867
H -7.7784 -0.4296 -0.7560
C -0.2333 5.0854 0.6840
S -1.5238 -0.6069 -1.4115
C -3.1094 -0.6067 -0.7089
H -2.2262 1.9773 -3.4604
C 1.4773 -2.6059 1.3367
C -1.4575 1.3369 3.6907
H -6.0568 3.5690 -2.3824
*
```

- highest occupied orbital energy (eV) = -9.743

=====

DFT (the ωB97M-V functional and the def2-TZVPD basis) results for a molecular structure, C34H55N4OP2SZn at a distorted geometry.

```
! wB97M-V def2-TZVPD RIJCOSX def2/J DEFGRID3
* xyz 1 1
H 4.0583 1.9590 3.3496
C -1.9120 4.3928 0.1720
C -0.2210 2.6951 0.4249
H -3.6314 -0.7651 -5.1186
N 0.8234 0.1397 -1.7347
H 1.9610 3.9381 -5.9098
C -3.6886 -0.8538 -4.0218
H 0.2314 -2.2708 3.5915
C 3.4628 2.3793 -5.8214
H 4.7416 -0.8526 2.4549
C -1.2477 -1.5064 -3.9122
S 1.0067 -2.1623 0.9294
H -3.2405 -0.8116 1.2010
C 1.2412 2.2959 0.6797
C -3.0483 -1.7927 0.7427
C -2.7692 3.4138 -0.2880
H -0.8142 2.4581 4.5524
C 3.8963 1.2210 -5.1647
H 0.5072 -4.6576 0.4759
C 3.6626 -0.6712 2.5719
C -2.9590 -3.1647 -1.3605
C -0.0003 -5.9573 2.1060
H -0.0568 -6.7263 1.3286
C 1.5676 2.5375 -4.3217
C 3.1687 0.7017 -4.0929
H 2.5898 1.0831 4.8273
C -3.3628 -1.8006 -0.7716
C -4.8517 -1.5018 -0.9742
H 3.1302 -1.5454 2.1779
H 1.0086 3.9879 2.9018
C 1.4957 1.0442 4.7218
H 5.2453 1.4902 2.1242
C -0.5418 1.9881 3.5929
H -3.5382 -3.9434 -0.8421
H -1.9959 -2.0568 0.9394
H -5.1052 -0.4995 -0.6045
C -0.3434 -4.1754 4.3189
H 0.6653 3.0409 -3.9658
N 0.2678 -4.6743 1.4652
N 0.2499 -3.2703 3.3528
H 4.6495 -0.1164 0.2249
H -1.9719 0.8693 -5.0930
H -0.4431 -3.6306 5.2613
H -1.4054 -2.5055 -3.4848
H 1.0578 1.4600 5.6430
H -5.1578 -1.5827 -2.0245
H 3.7168 1.2918 -0.2862
H -2.6544 1.6617 -3.6487
C 1.5313 3.3247 3.6056
H -3.9929 -1.8845 -3.7972
H 1.1686 -0.0042 4.6407
H -2.2192 5.4332 0.2758
C 0.9955 1.8838 3.5321
H -0.2367 -1.1776 -3.6479
N -1.0507 1.7401 -0.0064
H 3.4524 -0.5598 3.6429
C 3.3282 0.5989 1.7728
H -1.8904 -3.3749 -1.1952
H 4.0301 2.7745 -6.6700
H -3.7897 3.6332 -0.5886
H 1.3340 3.7034 4.6194
H -4.4638 -0.1569 -3.6735
H 0.1563 4.7571 0.7764
H 4.0165 2.6898 1.7071
C -3.0546 1.1013 -1.1466
H -0.9358 2.6313 2.7952
H -3.1737 -3.2495 -2.4345
C -2.3082 2.0837 -0.4623
H 3.4876 -0.2069 -3.5704
O -0.3245 -0.7553 2.7428
H -5.4283 -2.2405 -0.3960
H -0.9302 1.2073 -3.6947
C 2.3034 3.0359 -5.3989
C 3.6566 0.3538 0.2834
H 2.6093 3.4005 3.4290
P -2.3368 -0.4441 -1.5826
C -0.5996 4.0335 0.4884
C 0.5363 -0.5883 1.8234
H 4.8027 0.7088 -5.4852
C 4.1913 1.7658 2.2760
H 2.9438 -0.3160 -0.2137
P 1.5294 1.0189 1.9587
C 1.9917 1.3519 -3.6791
C 1.2468 0.7778 -2.6280
H -1.0153 1.0011 3.5311
H 0.3130 -5.0323 4.5034
H -0.9730 -5.9310 2.6207
H -3.6826 -2.5437 1.2394
Zn -0.4381 -0.2349 -0.2970
C 0.4381 -3.4929 2.0578
C -2.3064 -0.4868 -3.4622
H -1.3437 -4.4974 4.0072
H 0.8102 -6.2209 2.8001
H 1.8133 3.1974 0.9514
H -1.3039 -1.5898 -5.0068
H 1.6745 1.9462 -0.2669
C -1.9396 0.9056 -3.9937
H -4.0682 1.3747 -1.4737
*
```

- highest occupied orbital energy (eV) = -7.904

=====

Number 1: energy -1538.39733 Ha. Number 2: energy -5860.62019 Ha. Number 3: energy -4482.77039 Ha.